Record 1
# C3H10NO4P

A molecular structure, C3H10NO4P (wB97M-V/def2-TZVPD, the Open Molecules 2025 dataset).

Kohn-Sham gap ... 9.62 eV
Energy above the lowest of the compared OMol25 structures with the same formula, charge and spin ... 65.7 kcal/mol
Charge ... 0
Energy ... -22241.84034 eV

XYZ file:
```
19
Properties=species:S:1:pos:R:3:forces:R:3
C -2.617 1.194 0.447 1.39 -0.41 0.71
C 1.763 0.516 0.075 0.04 0.94 0.74
C 1.116 -0.544 1.017 -1.41 0.74 -2.98
N 1.649 0.190 -1.348 0.78 -2.35 -0.64
O -0.669 -1.307 -1.600 1.20 1.69 -0.82
O -1.996 -1.612 0.537 0.28 -0.48 0.44
O 1.823 -1.755 1.103 -0.12 1.36 -1.17
O -1.532 0.716 -0.351 1.05 -0.59 -0.81
P -0.975 -0.794 -0.129 1.04 0.64 1.25
H -2.195 2.089 0.916 -0.31 -0.56 1.05
H -2.972 0.305 1.002 -0.08 1.12 0.44
H -3.368 1.606 -0.154 -1.25 0.07 -1.34
H 2.842 0.648 0.483 -1.48 0.08 -0.87
H 1.158 1.511 0.116 1.22 -1.71 0.66
H 0.981 -0.197 2.028 -0.67 0.63 0.16
H 2.148 -0.701 -1.682 -0.79 2.11 0.87
H 1.752 0.953 -2.001 0.45 0.01 0.31
H -0.075 -0.586 -2.042 -0.93 -1.63 1.15
H 1.169 -2.230 1.580 -0.41 -1.68 0.84
```
Positions in Å, forces in eV/Å.

***

Record 2
# C4H8O3Rh

A molecular structure, C4H8O3Rh (wB97M-V/def2-TZVPD, the Open Molecules 2025 dataset).

Kohn-Sham gap (spin up / spin down) ... 8.78 / 8.26 eV
2S+1 ... 5
Energy above the lowest of the compared OMol25 structures with the same formula, charge and spin ... 32.0 kcal/mol
Charge ... +1
Energy ... -13415.15705 eV

XYZ file:
```
16
Properties=species:S:1:pos:R:3:forces:R:3
O -2.621 -0.801 -1.328 -0.90 1.48 1.02
C -2.927 -0.251 -0.122 1.96 -2.89 -0.08
O -1.537 -0.238 0.657 -1.49 -0.06 -0.43
C -0.799 0.962 0.642 0.30 1.19 -0.07
C 0.679 0.630 0.619 0.09 0.31 0.85
O 0.934 -0.285 -0.450 0.58 0.53 -0.11
C 2.309 -0.587 -0.649 0.96 -0.09 -0.23
Rh -0.730 -1.242 -1.079 -0.55 -1.28 -0.60
H -3.443 -0.997 0.527 -0.61 1.14 -0.26
H -1.007 1.565 1.539 -0.01 -0.19 -0.24
H -1.067 1.561 -0.245 0.06 -0.14 0.22
H 0.988 0.141 1.557 -0.04 0.20 -0.21
H 1.267 1.545 0.454 -0.14 -0.26 0.09
H 2.379 -1.332 -1.447 -0.02 0.18 0.17
H 2.838 0.327 -0.952 -0.08 -0.28 0.12
H 2.739 -0.997 0.276 -0.11 0.14 -0.24
```
Positions in Å, forces in eV/Å.

***

Record 3
# C4H8O

A molecular structure, C4H8O (wB97M-V/def2-TZVPD, the Open Molecules 2025 dataset).

Kohn-Sham gap ... 10.75 eV
Energy above the lowest of the compared OMol25 structures with the same formula, charge and spin ... 27.4 kcal/mol
Charge ... 0
Energy ... -6323.97765 eV

XYZ file:
```
13
Properties=species:S:1:pos:R:3:forces:R:3
C -1.249 -0.795 -0.033 -0.03 -0.02 -0.03
C -0.025 -0.085 0.523 -0.06 -0.05 0.06
C 1.275 -0.336 -0.258 0.14 -0.36 0.06
O 1.194 0.948 -0.895 0.11 0.06 -0.10
C 0.153 1.351 0.006 -0.27 0.27 0.17
H -2.171 -0.374 0.385 0.13 -0.07 -0.05
H -1.232 -1.866 0.196 0.01 0.15 -0.02
H -1.289 -0.680 -1.123 0.00 -0.02 0.16
H 0.049 -0.206 1.608 -0.01 0.03 -0.19
H 1.259 -1.161 -0.983 0.00 0.13 0.10
H 2.175 -0.419 0.368 -0.13 0.02 -0.11
H 0.522 2.063 0.757 -0.04 -0.08 -0.13
H -0.706 1.787 -0.521 0.15 -0.05 0.08
```
Positions in Å, forces in eV/Å.

***

Record 4
# C4H8N2

A single C4H8N2 molecule (wB97M-V/def2-TZVPD, the Open Molecules 2025 dataset).

Kohn-Sham gap ... 9.28 eV
Energy above the lowest of the compared OMol25 structures with the same formula, charge and spin ... 3.1 kcal/mol
Charge ... 0
Energy ... -7257.73988 eV

XYZ file:
```
14
Properties=species:S:1:pos:R:3:forces:R:3
C 2.161 -0.112 0.010 0.54 0.11 0.21
C 0.685 -0.187 -0.026 -0.37 -0.45 -0.27
C -1.382 -0.934 0.000 -0.44 0.20 -0.42
C -1.481 0.624 0.008 -0.27 -0.17 0.35
H 2.445 0.343 0.986 0.11 -0.37 -0.64
H 2.570 -1.132 -0.098 -0.13 0.59 0.19
H 2.546 0.527 -0.803 -0.10 -0.20 0.33
H -1.821 -1.364 0.883 -0.31 -0.17 0.45
H -1.923 -1.353 -0.857 0.19 -0.02 0.08
H -1.991 1.012 0.917 0.36 -0.21 -0.45
H -2.030 1.003 -0.860 0.15 0.01 0.04
H 0.258 1.905 -0.101 0.28 -0.10 0.01
N 0.031 -1.292 -0.034 0.37 0.61 -0.01
N -0.068 0.961 -0.025 -0.39 0.16 0.13
```
Positions in Å, forces in eV/Å.

***

Record 5
# C34H56Cl2CsF2MgN5O7

A molecular structure, C34H56Cl2CsF2MgN5O7 (wB97M-V/def2-TZVPD, the Open Molecules 2025 dataset).

Kohn-Sham gap ... 1.08 eV
Charge ... 0
Energy ... -94403.74374 eV

XYZ file:
```
108
Properties=species:S:1:pos:R:3:forces:R:3
C 2.497 -2.754 -3.040 0.34 -0.03 0.26
C 3.733 -2.217 -3.795 -0.41 -0.56 -0.56
C 3.460 -0.962 -4.626 -0.67 0.10 0.35
C 3.471 0.406 -3.901 0.64 -0.20 -0.08
C 4.830 0.740 -3.263 -0.17 0.20 -0.70
C 2.253 0.613 -3.025 -1.23 0.42 0.26
C 2.101 0.262 -1.696 0.42 -0.43 0.19
C 3.229 -0.358 -0.920 0.77 0.85 0.57
C 3.999 0.753 -0.175 -0.06 -0.16 -0.11
O 4.569 0.220 1.056 0.14 0.48 -0.36
C 5.725 0.915 1.314 0.87 -0.06 0.16
C 5.617 2.378 1.646 -0.57 0.10 -0.40
O 6.790 0.355 1.265 -0.44 -0.21 0.19
C 0.878 0.454 -0.973 0.11 -0.10 0.05
C 0.791 -0.025 0.463 -0.12 0.28 0.00
C 1.397 0.949 1.500 -0.61 -0.69 0.49
C 0.616 0.858 2.806 0.46 0.14 0.11
F 0.427 -0.484 3.153 -0.21 -0.07 -0.16
C -0.207 1.047 -1.575 -0.58 0.19 0.79
C -1.535 1.326 -0.885 0.49 -0.32 -0.82
C -1.825 2.800 -0.671 -0.50 0.15 0.21
C -0.727 3.829 -0.471 -0.08 -0.16 -0.64
N -3.046 3.114 -0.705 0.07 -0.03 0.25
C -0.145 1.446 -2.925 0.48 -1.42 0.69
N -1.279 2.027 -3.450 1.85 -0.51 -1.54
C -1.103 2.316 -4.716 -0.36 -0.54 -1.47
C 0.113 2.048 -5.511 -1.02 -1.34 1.05
N 1.187 1.496 -4.986 -1.56 -0.55 -0.04
C 1.085 1.195 -3.631 -0.09 -1.45 -1.28
H 2.136 -3.681 -3.485 -0.03 0.01 -0.16
H 2.749 -2.991 -2.004 -0.17 0.09 0.11
H 1.671 -2.046 -3.059 -0.06 0.05 0.06
H 4.603 -2.133 -3.143 0.00 0.19 0.10
H 3.990 -3.000 -4.512 0.28 0.05 -0.05
H 4.093 -0.908 -5.512 0.29 0.07 0.12
H 2.440 -1.075 -5.004 0.03 -0.04 -0.25
H 3.404 1.122 -4.715 -0.36 0.09 0.03
H 5.330 -0.109 -2.808 -0.03 0.07 0.31
H 5.481 1.091 -4.065 0.12 -0.07 -0.02
H 4.716 1.581 -2.586 0.19 -0.03 0.15
H 3.960 -0.866 -1.534 -0.26 -0.24 -0.20
H 2.903 -1.080 -0.178 -0.10 -0.21 -0.20
H 3.395 1.636 0.026 -0.15 -0.05 0.15
H 4.834 1.092 -0.781 0.02 0.02 -0.05
H 6.523 2.885 1.334 0.20 -0.06 0.21
H 5.443 2.506 2.713 0.12 -0.07 0.10
H 4.791 2.862 1.124 -0.09 0.00 0.01
H -0.246 -0.144 0.758 -0.15 -0.05 -0.24
H 1.214 -1.022 0.555 0.12 -0.02 0.06
H 1.321 1.971 1.132 0.26 0.14 0.09
H 2.413 0.682 1.773 0.21 0.17 -0.40
H -0.352 1.358 2.764 -0.15 -0.16 0.00
H 1.212 1.270 3.619 -0.15 0.29 0.05
H -2.296 0.992 -1.588 -0.29 0.06 0.18
H -1.670 0.735 0.012 0.11 0.19 0.24
H -0.909 4.400 0.435 0.22 -0.08 0.18
H -0.810 4.545 -1.294 -0.01 0.12 0.02
H 0.281 3.417 -0.509 0.08 0.00 0.34
H -3.195 4.117 -0.588 -0.20 -0.01 -0.02
H -1.943 2.756 -5.242 -0.10 0.12 0.07
H 0.127 2.306 -6.562 -0.03 0.06 -0.09
Cs 1.059 3.841 -3.706 1.95 5.33 1.83
O -5.672 4.668 -1.942 0.04 0.04 0.05
Cl -5.888 3.450 -2.691 -0.01 -0.09 0.09
O -4.686 3.135 -3.435 0.20 -0.05 -0.18
O -6.987 3.626 -3.608 0.01 0.03 0.00
O -6.185 2.365 -1.782 -0.01 -0.02 0.01
C 5.353 -2.817 1.414 0.48 0.24 0.20
C 5.245 -4.137 0.846 -1.04 0.52 -0.38
N 5.238 -5.217 0.422 1.76 -1.16 -0.07
H 4.759 -2.760 2.323 -0.12 -0.01 -0.06
H 6.396 -2.586 1.645 0.01 -0.08 0.04
H 4.969 -2.101 0.697 -0.12 -0.04 0.00
F 3.245 -3.201 -0.070 0.47 -0.29 0.34
C -5.033 1.333 2.787 0.25 -0.19 0.19
C -4.440 0.566 1.611 -0.17 0.49 -0.12
C -4.772 -0.908 1.481 0.07 0.22 -0.17
N -4.331 -1.809 2.621 -0.09 -0.26 -0.28
C -4.306 -3.217 2.079 0.10 -0.07 0.09
C -4.034 -4.263 3.145 -0.07 -0.17 0.14
C -5.048 -4.171 4.278 0.03 0.06 0.11
C -5.047 -2.756 4.844 0.08 -0.33 -0.09
C -5.327 -1.746 3.753 -0.11 0.24 0.35
C -2.954 -1.410 3.024 0.08 0.11 0.13
H -4.552 1.050 3.743 -0.39 0.26 -0.38
H -4.851 2.400 2.656 -0.03 0.00 -0.09
H -6.113 1.186 2.863 0.00 -0.01 0.02
H -3.357 0.707 1.597 0.01 -0.01 -0.05
H -4.800 1.039 0.691 0.06 -0.18 -0.13
H -4.264 -1.297 0.596 -0.02 -0.03 0.00
H -5.842 -1.059 1.341 -0.02 -0.07 0.12
H -5.280 -3.385 1.617 -0.01 0.03 -0.02
H -3.539 -3.242 1.306 -0.05 0.05 -0.06
H -4.072 -5.252 2.684 0.00 0.07 -0.15
H -3.023 -4.156 3.542 0.01 0.03 -0.03
H -4.816 -4.898 5.057 0.02 -0.01 -0.02
H -6.046 -4.416 3.900 0.01 0.00 -0.02
H -4.098 -2.531 5.334 -0.03 0.09 0.02
H -5.814 -2.656 5.612 -0.02 0.17 -0.03
H -5.304 -0.744 4.171 0.09 0.03 -0.06
H -6.309 -1.927 3.310 0.06 -0.04 -0.12
H -2.987 -0.423 3.473 0.02 -0.03 0.10
H -2.341 -1.416 2.124 0.06 -0.02 0.03
H -2.547 -2.098 3.755 -0.06 -0.04 0.00
Cl -3.838 0.562 5.734 0.24 -0.19 0.37
Mg 7.097 -6.470 0.264 -1.45 0.90 0.08
O 4.028 4.794 -0.505 -0.10 -0.30 -0.05
H 4.602 5.330 0.059 -0.04 0.03 -0.06
```
Positions in Å, forces in eV/Å.

***

Record 6
# C2H3FO2Tl

A molecular structure, C2H3FO2Tl (wB97M-V/def2-TZVPD, the Open Molecules 2025 dataset).

Kohn-Sham gap ... 8.26 eV
Energy above the lowest of the compared OMol25 structures with the same formula, charge and spin ... 0.0 kcal/mol
Charge ... +1
Energy ... -13620.52486 eV

XYZ file:
```
9
Properties=species:S:1:pos:R:3:forces:R:3
F 0.015 -0.151 -2.232 0.11 1.57 -1.31
H -0.106 0.633 -2.778 -0.13 -1.50 1.25
O 1.397 0.754 -4.859 -0.47 -1.78 0.74
C 1.905 -0.234 -4.353 -0.17 0.04 -0.75
C 3.270 -0.060 -3.655 -0.26 -0.02 0.95
O 3.908 0.940 -3.879 0.46 -1.22 0.75
Tl 2.905 2.475 -5.309 0.38 2.60 -1.46
H 1.479 -1.246 -4.457 -0.09 0.29 0.22
H 3.558 -0.793 -2.881 0.15 0.02 -0.38
```
Positions in Å, forces in eV/Å.

***

Record 7
# C21H27NOP2Zr

A molecular structure, C21H27NOP2Zr (wB97M-V/def2-TZVPD, the Open Molecules 2025 dataset).

Kohn-Sham gap ... 6.16 eV
Energy above the lowest of the compared OMol25 structures with the same formula, charge and spin ... 0.0 kcal/mol
Charge ... +2
Energy ... -45596.64689 eV

XYZ file:
```
53
Properties=species:S:1:pos:R:3:forces:R:3
C 4.053 0.065 0.098 -0.02 -0.21 -0.02
C 2.725 0.454 0.267 -0.46 -0.11 -0.45
C 1.823 0.235 -0.810 0.08 -0.28 1.03
C 2.238 -0.459 -1.947 0.22 -0.43 0.38
C 3.558 -0.886 -2.071 -0.09 0.19 0.05
C 4.468 -0.606 -1.055 0.12 0.16 -0.14
C 1.134 -0.995 -2.859 0.13 2.59 -0.56
C 0.041 0.072 -2.990 -0.30 -0.31 -0.14
C -0.307 0.758 -1.829 -0.81 -0.34 0.81
C -1.475 1.574 -1.796 0.38 -0.49 0.25
C -2.207 1.724 -2.972 -0.02 -0.11 0.07
C -1.821 1.075 -4.144 0.17 0.11 -0.06
C -0.697 0.251 -4.158 0.21 0.06 0.12
H 4.765 0.256 0.905 -0.17 -0.10 -0.26
H 3.839 -1.449 -2.962 0.13 0.11 0.26
H 5.502 -0.931 -1.152 -0.21 0.10 0.03
H 1.547 -1.209 -3.845 -0.03 -0.14 0.05
H -3.107 2.342 -2.956 0.26 -0.17 -0.08
H -2.409 1.203 -5.048 0.10 -0.01 0.12
H -0.376 -0.267 -5.062 -0.26 0.12 0.13
N 0.429 0.482 -0.629 1.06 1.35 -0.05
Zr -0.592 -0.890 0.513 -0.78 -2.19 -1.87
C 2.198 0.938 1.600 -0.07 0.14 -0.18
H 1.597 1.853 1.491 0.22 -0.12 0.05
H 3.013 1.113 2.314 -0.11 0.12 -0.23
C -1.979 2.133 -0.475 0.32 0.05 0.01
H -1.187 2.682 0.064 -0.27 -0.11 -0.24
H -2.841 2.800 -0.631 0.33 -0.13 0.03
P 1.099 -0.341 2.372 2.16 0.77 0.43
P -2.562 0.766 0.637 -1.36 1.91 -1.06
C -4.063 0.225 -0.236 -0.05 -0.62 0.08
H -4.579 -0.516 0.387 -0.02 0.17 -0.20
H -4.726 1.080 -0.424 0.22 -0.17 0.11
H -3.801 -0.249 -1.191 -0.10 0.13 0.15
C -3.193 1.646 2.083 0.23 -0.28 0.64
H -3.998 2.332 1.792 0.24 -0.20 -0.03
H -3.578 0.908 2.797 -0.01 0.25 -0.05
H -2.382 2.209 2.563 -0.23 -0.08 -0.07
C 2.309 -1.641 2.774 -0.30 -0.56 -0.14
H 3.057 -1.238 3.471 -0.24 -0.06 -0.20
H 1.783 -2.483 3.243 0.25 0.16 -0.04
H 2.809 -2.002 1.867 -0.08 0.10 0.20
C 0.724 0.352 3.999 -0.72 0.02 0.13
H 0.171 -0.394 4.585 0.14 0.23 -0.05
H 1.661 0.605 4.515 -0.26 -0.08 -0.23
H 0.101 1.250 3.892 0.19 -0.18 0.14
C 0.637 -2.227 -2.249 0.08 0.49 -0.06
O 0.023 -2.264 -1.161 0.33 -0.93 -0.92
H 0.967 -3.008 -2.978 -0.94 -1.08 1.67
C -1.466 -2.143 2.159 0.53 0.35 0.34
H -0.751 -2.894 2.530 -0.27 -0.01 0.09
H -2.301 -2.691 1.687 0.06 0.06 -0.09
H -1.873 -1.601 3.023 0.02 -0.27 0.03
```
Positions in Å, forces in eV/Å.

***

Question: What is the formula in the seventh record?
Answer: C21H27NOP2Zr

***

Question: The highest energy belongs to which entry?
Answer: C4H8O